Molecular formula: C76H99ClGe3N3O4S4Sc
Method: DFT, ωB97M-V with the def2-TZVPD basis set

```
191
Properties=species:S:1:pos:R:3:forces:R:3:mulliken_charge:R:1
Sc -0.577444 0.117453 0.743396 0.2 0.0 -1.0 0.340
C -7.621148 -2.170829 1.512825 0.0 -0.1 0.0 0.789
H -5.672620 2.141806 5.193359 0.0 0.0 -0.1 0.452
H -3.801303 1.988227 6.724296 0.0 0.0 0.0 0.393
H 3.069379 2.256085 -1.095023 0.0 0.0 0.0 0.097
H 0.123667 4.802693 -0.228183 0.0 0.0 0.0 0.414
C 1.427640 -1.630821 -1.004576 0.0 0.0 -0.2 -1.639
H -4.403045 -2.983547 -1.867794 0.0 0.0 0.0 0.338
H -4.366103 1.725306 -5.337424 -0.1 0.0 0.1 0.413
C 0.530389 -1.167705 3.517891 0.1 0.0 0.0 1.923
C -5.799307 5.384680 0.777209 -0.1 0.1 0.1 -0.107
C -3.117670 4.051129 4.099385 0.1 0.0 0.0 -0.406
H -3.111240 3.212448 -2.529202 0.0 0.0 0.0 0.126
H -7.742589 -1.572587 -1.335208 0.0 0.0 0.0 0.115
H -5.817965 6.092148 1.600056 0.0 0.0 -0.1 0.540
C -2.908186 -5.358266 2.484786 0.0 0.1 -0.1 -2.123
C -6.620645 -5.669194 0.521494 0.0 0.1 0.0 -1.182
C 0.389436 3.754655 -0.390522 0.0 0.1 -0.1 -1.465
O 0.889590 1.659140 0.682161 0.0 -0.3 0.3 0.803
S -2.487441 -1.614137 1.363698 -0.2 0.0 0.3 -0.664
H -8.342658 -0.482858 4.361036 0.0 0.0 -0.1 0.459
Ge -4.440288 1.427734 0.141895 0.3 -0.2 -0.1 -0.563
C -9.339445 -0.183964 2.494289 -0.1 0.1 0.0 0.491
Ge 2.352842 0.821619 1.809992 -0.2 0.5 0.3 -0.205
H -2.373730 -5.941614 -1.879987 0.0 -0.1 -0.1 0.360
H 1.261872 3.718408 -1.049175 -0.1 0.0 0.0 0.392
H -3.416333 -4.488882 2.914525 0.1 0.0 0.0 0.224
C -6.301496 4.825532 -1.493286 0.0 -0.1 0.0 -0.037
C -8.405336 -0.784023 3.317716 0.1 0.0 0.1 -0.629
C -3.150574 -4.280424 0.153171 -0.2 -0.2 0.2 1.816
H 6.200790 1.741227 -0.071621 0.0 0.0 0.0 0.487
H 2.587097 -8.558152 -2.210740 0.0 0.0 0.0 0.493
H -4.677527 -6.391306 -0.052212 -0.1 0.0 0.1 0.550
H -0.408683 -7.189629 -0.428976 -0.1 0.0 0.1 1.050
H -1.329780 3.640355 1.534634 0.2 -0.3 -0.1 -0.789
C 3.667778 -6.747210 -1.797172 0.0 0.0 -0.1 0.696
H 0.281852 -9.093146 -2.725906 0.0 0.0 0.0 0.644
C -3.569676 4.359406 2.822332 0.1 -0.1 -0.1 0.859
C -6.601240 -2.436460 3.836647 0.0 0.1 -0.1 -1.588
C -7.359145 -4.567983 0.931836 0.0 0.0 0.0 0.057
H 1.321523 -7.359396 -4.202780 0.1 0.0 0.0 0.768
H -9.055985 1.337736 -1.881106 0.0 0.0 0.0 0.516
C -0.236521 -3.019514 -0.207094 0.0 -0.2 -0.1 0.139
S -4.846171 0.292734 2.077703 0.1 0.1 0.3 0.450
H -7.160470 2.454678 1.881257 0.0 0.0 0.0 0.032
C 4.345535 0.664983 -0.389077 0.0 0.1 0.2 1.687
C -6.425897 0.057642 -5.909438 0.0 0.0 0.1 -1.700
H -8.408089 -4.671984 1.186197 0.0 0.0 0.0 0.571
H 1.172714 -6.525389 -0.590623 0.0 -0.1 0.0 -0.271
C -2.772731 5.307077 1.957207 -0.2 0.3 0.1 -1.885
H 4.848185 2.371555 0.864323 0.0 0.0 0.0 0.418
N 2.245150 -2.656971 -1.201975 0.0 -0.1 0.0 0.551
H 2.708334 -4.574772 -0.610417 0.1 0.0 0.0 -0.482
C 4.454919 -5.742134 -2.358871 0.0 0.0 0.0 -0.350
H -6.696344 5.089843 -2.468900 0.0 0.0 0.1 0.534
H 5.368101 -1.227074 -0.173663 0.0 0.0 -0.1 0.422
H -0.445046 3.261107 -0.879995 0.0 0.0 0.0 0.113
C 0.159742 -6.454534 -0.993677 0.1 0.1 0.0 -2.710
H -3.652232 -6.152749 2.405266 0.0 0.0 0.0 0.336
H -2.779473 5.009071 0.906670 0.0 0.0 0.0 0.216
H 2.851094 3.466194 0.832351 0.0 0.0 0.0 0.316
H 1.596302 -4.474802 -1.970416 -0.1 0.0 -0.1 0.080
H 1.845707 -0.661466 -1.227122 0.1 0.1 0.1 1.166
C -7.077441 1.798994 -2.581794 0.0 0.0 0.0 1.168
H 1.265620 -2.986824 2.597609 0.0 0.0 0.0 0.330
H 4.595939 2.109773 -1.985871 0.0 -0.1 0.0 0.496
H 4.465867 -1.052662 -1.703410 0.0 0.0 0.0 0.371
C -3.335607 -3.067080 -2.058706 0.1 -0.2 -0.1 -1.891
S -2.306253 1.563174 -0.369352 0.2 0.1 0.4 -0.170
C -2.596628 -3.770253 -0.961501 0.1 0.1 0.0 1.065
H -2.229558 2.668694 6.282919 0.0 0.0 0.0 0.374
H -3.133941 3.392516 -4.284918 0.0 0.0 0.0 0.466
N 0.754432 -4.106771 -0.055399 0.1 0.0 0.2 0.216
C -0.819146 -5.593385 -4.164878 0.0 0.0 -0.1 -1.540
H -1.921599 -7.722464 -5.106395 0.0 0.0 0.1 0.488
H -7.086059 -2.570733 4.804930 0.0 0.0 0.0 0.581
C -0.396860 3.321408 1.985343 0.1 -0.1 -0.2 -0.486
H -0.635225 0.419505 4.407287 0.0 0.0 0.0 0.363
H -7.095582 -6.637861 0.424426 0.0 0.0 0.0 0.439
C -7.554789 -1.788367 2.855155 0.1 0.0 0.1 1.207
C -6.769568 -3.311699 1.038893 0.0 0.0 -0.1 -0.701
H -3.187065 6.317796 2.003907 -0.1 0.0 0.0 0.430
H 5.846253 -4.128749 -2.021624 0.0 -0.1 0.0 0.500
H -1.594715 -8.920425 -3.861125 0.0 0.0 0.0 0.521
H 1.715305 -5.889400 -3.366597 -0.1 0.0 -0.1 0.425
S -5.090909 -0.330864 -1.129162 -0.1 0.2 -0.1 -0.187
C 0.440151 -2.657949 3.234165 0.0 -0.1 0.0 -1.374
C -1.055309 -5.378431 0.849046 0.0 -0.1 -0.1 -2.282
C -4.779502 3.807352 2.380543 -0.2 -0.1 0.0 0.660
H 5.988376 -0.205958 -1.486553 0.0 0.0 0.0 0.489
C -9.404710 -0.596357 1.164641 0.0 0.1 0.0 -0.767
H -10.074279 1.111291 4.058380 0.0 0.0 0.0 0.333
H -8.372888 2.811116 -1.172635 0.0 0.0 0.0 0.388
H -7.646762 3.564801 3.151612 0.0 0.0 0.0 0.418
H 3.292834 0.954813 -2.274698 0.0 0.0 0.1 0.367
H 4.478328 -6.191886 1.467376 0.0 0.0 -0.1 0.452
C -1.197448 -8.026719 -4.345837 0.0 0.0 -0.1 -2.107
H -0.140375 -5.763493 -5.003208 0.0 0.0 0.0 0.452
H 3.419870 -7.843655 -3.579005 0.0 -0.1 0.0 0.373
C 2.000839 3.728952 1.466678 0.2 -0.1 0.0 -2.281
H -0.404876 -4.772611 -3.583305 0.0 0.0 0.0 -0.030
C -3.835217 3.217469 4.951606 0.0 0.0 0.1 0.171
C -1.014969 -6.873458 -3.344030 -0.2 -0.1 0.1 2.414
C -2.306871 -6.823991 -2.515483 0.1 0.0 0.0 -2.041
H -2.371795 -7.707325 -1.873094 0.0 0.1 -0.1 0.419
H 3.130587 -7.708196 0.044236 0.0 0.1 0.0 0.434
C 5.310584 1.456729 0.492229 0.0 -0.1 0.1 -1.772
H 3.214602 -2.454481 -1.369077 0.1 0.0 0.0 0.120
H -5.720739 -1.807349 4.004952 0.0 0.0 0.0 0.102
H -7.230148 -0.664365 -5.765397 0.0 0.0 0.0 0.373
H 4.469777 -5.618260 -3.438371 0.0 0.0 0.1 0.424
C -5.288915 4.111184 1.009012 0.0 0.1 -0.1 -0.512
C -4.952682 2.582232 -3.467745 0.1 0.0 0.1 1.347
H -0.689642 -1.114201 5.290655 0.0 0.0 0.0 0.450
C 5.228091 -4.898650 -1.573727 0.0 0.1 -0.1 -0.856
C -5.401714 -3.179510 0.748659 -0.1 -0.2 0.2 0.372
C 5.084297 -0.532092 -0.967902 0.0 -0.1 0.0 -2.025
C -3.738767 3.476840 -3.382007 -0.1 0.0 0.0 -1.527
C -5.266763 -5.532545 0.257505 0.0 -0.1 0.0 -0.242
C -5.288702 3.174883 -0.037423 -0.3 0.1 -0.5 0.984
C -0.342586 -5.074479 -0.450818 -0.1 -0.1 0.0 1.440
C -5.571786 3.059947 3.261987 -0.2 0.1 0.0 0.389
C -6.293830 5.748981 -0.464106 0.0 0.0 0.0 -1.165
C -5.816600 3.532636 -1.298411 0.1 0.0 0.2 -0.686
H 2.691483 -1.187219 3.786317 0.0 0.0 0.0 0.471
H -0.088372 4.066210 2.724090 0.0 0.0 -0.1 0.654
H -6.253936 -3.410193 3.495119 0.0 0.0 0.0 0.275
C -10.278840 0.875705 3.013416 0.1 0.0 -0.1 -1.746
C 4.464182 -6.066244 0.390964 0.0 -0.1 0.0 -0.914
C 1.789931 -0.889164 4.329286 0.1 0.0 0.0 -2.144
H -1.614027 -0.930621 3.799771 0.0 0.0 0.0 0.176
H -10.145901 -0.146531 0.508722 0.1 0.0 0.0 0.427
H -2.132239 -5.683333 3.177759 0.0 0.0 0.0 0.531
C 0.710198 3.103334 0.940208 0.0 -0.1 0.0 1.705
H -11.316838 0.543899 2.938819 0.0 0.0 0.0 0.461
H -7.352103 1.865913 3.533699 0.0 0.0 0.0 0.091
H -0.277178 -8.292256 -4.875273 -0.1 0.0 0.0 0.321
C -6.250654 0.933632 -4.693346 0.0 -0.1 -0.1 0.538
C -5.125665 1.740436 -4.559467 0.1 0.0 0.0 -1.078
H -8.715606 -2.997477 -0.977304 0.0 0.0 0.0 0.432
C -8.558751 -1.566832 0.650825 0.1 0.0 0.0 0.710
H -6.671085 0.659258 -6.787329 0.0 0.0 0.0 0.355
H -3.178159 -6.823715 -3.177839 0.1 0.0 0.0 0.486
H 1.876581 0.166594 4.591470 0.0 0.0 0.0 0.484
H -2.932625 -2.060338 -2.209855 0.0 0.0 0.0 0.368
H -0.499445 -2.912816 2.742472 0.0 0.0 0.1 0.025
C -3.301623 2.868715 6.318806 0.0 0.0 0.0 -1.728
H -7.812989 1.225543 -0.637273 0.0 0.0 0.0 -0.090
C 1.516679 -6.951360 -3.211198 0.0 0.1 0.1 -0.503
H 5.623135 0.853370 1.348546 0.0 0.0 -0.1 0.356
Cl 6.137708 -3.976168 0.801217 0.0 0.0 0.0 -0.196
H -0.606423 2.414018 2.542448 0.1 -0.3 0.2 -0.435
N 0.205110 -1.710235 -0.579495 -0.2 0.8 0.3 -0.051
C -7.005949 2.704597 2.930339 0.1 0.0 0.0 -0.921
C -8.638718 -1.921405 -0.813319 0.0 0.0 0.1 -1.717
Ge -4.597646 -1.431216 0.703632 -0.3 0.2 -0.1 -1.135
C -8.139183 1.800402 -1.511674 0.0 -0.1 0.0 -1.277
H 0.483538 -3.213963 4.174094 0.0 0.0 -0.1 0.660
H -1.775835 -5.265385 -4.580911 0.0 0.0 0.0 0.492
C 3.707682 -6.910940 -0.415247 0.0 0.0 0.0 -0.006
C 1.853615 -4.038448 -1.001631 -0.2 0.2 -0.1 -0.154
H -9.504370 -1.444076 -1.275140 0.0 0.0 0.0 0.491
H -0.825867 -3.730694 -2.160981 0.0 0.0 -0.1 1.050
H -3.455842 3.691066 7.022112 0.0 0.0 0.0 0.357
H 1.751255 -1.469788 5.252216 0.0 0.0 0.0 0.508
H 1.897078 4.814325 1.438989 0.0 0.0 0.0 0.609
H -4.026153 4.523176 -3.258487 0.0 0.0 0.0 0.316
H -2.180424 4.482213 4.444166 0.0 -0.1 0.0 0.354
C -4.634970 -4.298189 0.388672 0.1 0.0 0.0 -0.320
H -0.747021 -2.941656 0.745916 0.0 0.0 0.1 -1.731
C 3.791923 1.548414 -1.503786 0.0 0.0 0.0 -1.450
H -1.739764 5.362951 2.299942 -0.3 0.2 0.0 0.601
C -7.218094 0.981274 -3.699817 0.0 -0.1 0.1 -0.829
C -5.929199 2.591345 -2.461434 0.0 0.0 0.1 0.321
O 0.568807 -0.451898 2.244543 0.3 -0.1 0.2 1.195
H -3.199975 -3.611731 -3.001494 0.0 0.0 0.1 0.190
H -8.106452 0.359934 -3.790053 0.1 0.1 0.0 0.324
H -5.509243 -0.490310 -6.136012 0.0 0.0 0.0 0.376
C 0.205294 -7.141415 -2.406867 0.1 -0.1 0.1 1.752
C 5.209712 -5.056235 -0.196534 0.0 -0.1 0.1 0.463
C -5.070160 2.751145 4.523412 0.0 0.0 0.0 -0.547
C -0.679300 -0.667133 4.293811 0.0 0.0 0.1 -1.847
O 3.253721 0.158056 0.408310 -0.1 -0.5 -0.5 0.359
O 0.141717 -8.517412 -1.965960 0.1 0.1 -0.1 -0.767
C 2.815885 -7.612161 -2.700626 -0.1 0.1 0.2 -2.030
C -2.307096 -5.020940 1.141232 -0.2 0.0 0.0 1.230
H 2.219576 3.445224 2.497638 0.0 0.0 0.0 0.550
C -1.117667 -3.897577 -1.130009 0.1 0.1 0.1 -0.665
H -6.679753 6.748946 -0.623906 0.0 0.0 0.0 0.457
H -10.190195 1.797638 2.432556 0.0 0.0 0.0 0.330
H -0.461468 -5.930292 1.578001 -0.1 0.1 -0.1 0.424
```
Positions in Å, forces in eV/Å.

## Properties
calculated total energy = -12465.2165 a.u.
total charge = +1
<S²> = 0.76
spin multiplicity = 2